Computed, not measured: a molecular structure, C17H21IrN5O2 in a non-equilibrium geometry, with ωB97M-V/def2-TZVPD.

Calculated values
<S²> = 8.800
electronic energy = -32298.1893 eV
Kohn-Sham gap (spin up / spin down) = 0.2767 / 0.2290 Ha
total charge = +4
multiplicity = 6
HOMO (spin up / spin down) = -20.53 / -22.69 eV
ΔE to the lowest compared entry with this formula, charge and spin = 374.49 kJ/mol

Structure (XYZ):
```
46
Properties=species:S:1:pos:R:3:forces:R:3:lowdin_charge:R:1
N -0.113367 2.094712 -0.484888 0.6 3.3 -0.5 0.11
C 0.016822 3.252491 -0.703593 -0.7 -3.1 2.2 -0.14
C 0.049265 4.682461 -0.607700 0.3 0.9 -0.3 0.02
H -0.974384 5.102250 -0.640757 0.4 -0.3 0.0 0.14
H 0.644888 5.126211 -1.427953 -0.2 -0.1 0.4 0.13
H 0.519930 4.914352 0.369585 -0.2 0.1 -0.5 0.13
N 2.192388 -1.427084 -1.327189 6.2 -4.0 -4.4 -0.06
C 2.985609 -1.945749 -2.065963 -1.1 0.6 5.9 -0.02
C 4.203942 -2.747441 -1.881467 0.7 -0.1 -1.7 0.04
H 4.886238 -2.317099 -2.631388 0.4 -0.6 0.3 0.12
H 3.935864 -3.769431 -2.215107 0.4 0.2 0.2 0.14
H 4.620955 -2.695776 -0.839443 -0.7 0.1 -1.0 0.14
N -1.966408 -0.740678 -0.485814 -0.9 -0.9 -0.1 0.11
C -2.955134 -1.317254 -0.696542 0.3 0.7 1.9 -0.15
C -4.260052 -1.934238 -0.598311 -0.5 -0.5 -0.4 0.02
H -4.182264 -2.713742 0.185768 -0.2 0.3 -0.4 0.13
H -4.575356 -2.395200 -1.555677 0.1 0.2 0.5 0.13
H -5.005524 -1.175683 -0.294940 0.4 -0.3 -0.1 0.13
Ir 0.659735 -0.427794 -0.849095 -3.5 2.3 -0.1 1.36
C 0.335059 -1.724789 0.566503 -2.2 -7.2 7.9 -0.19
O 0.207996 -2.425934 1.537497 1.2 4.7 -6.4 0.17
C 1.718545 0.392051 0.564823 5.7 4.9 7.8 -0.19
O 2.317254 0.789932 1.530014 -3.8 -2.9 -6.3 0.17
C 0.600137 1.278795 -2.825804 0.3 0.3 -0.9 -0.06
C -0.778498 1.326509 -2.562958 0.7 2.3 -0.5 -0.03
C -1.525154 0.169912 -2.562760 -1.8 -1.5 -0.6 -0.03
C -0.916526 -1.066954 -2.824200 -0.1 -0.5 -0.8 -0.06
C 0.428230 -1.110332 -3.123882 -1.3 -1.3 -1.0 -0.11
C 1.191696 0.070602 -3.123782 0.7 1.7 -1.0 -0.11
H 1.196157 2.180128 -2.785068 0.0 -0.1 -0.2 0.15
H -1.289044 2.258916 -2.384495 -0.1 -0.1 -0.6 0.14
H -2.585336 0.254008 -2.388264 0.0 0.1 -0.6 0.14
H -1.493378 -1.982020 -2.781413 0.1 0.1 -0.2 0.15
H 0.859304 -2.075079 -3.372529 -0.1 0.2 -0.1 0.15
H 2.248523 0.073801 -3.374450 -0.2 -0.1 -0.1 0.15
C 0.494966 1.163888 4.838871 0.5 0.7 0.7 0.08
N -0.357079 0.228382 4.118499 -0.1 0.1 1.3 -0.03
C -0.956706 -0.870079 4.856201 -0.5 -0.8 0.8 0.08
C -0.531414 0.331803 2.828561 -0.3 0.3 -2.0 -0.13
N -0.633961 0.399915 1.660061 -0.4 0.3 2.6 0.23
H 0.506500 0.911867 5.902446 0.1 -0.3 -0.3 0.13
H 0.117985 2.202312 4.818900 0.0 -0.3 -0.6 0.15
H 1.519984 1.123812 4.429553 -0.3 0.1 0.0 0.14
H -2.060814 -0.857198 4.831077 0.2 0.1 -0.6 0.15
H -0.581236 -1.830071 4.458156 -0.2 0.3 0.0 0.14
H -0.716339 -0.779504 5.918920 0.3 0.0 -0.3 0.13
```
Forces are in eV/Å.

=====

Computed, not measured: a single C17H21N3O3S2 molecule, with ωB97M-V/def2-TZVPD.

Calculated values
electronic energy = -50252.3151 eV
Kohn-Sham gap = 0.3388 Ha
total charge = 0
SMILES = C=CCN(CC=C)S(=O)(=O)c1ccc2nc(NC(=O)C(C)C)sc2c1
HOMO = -8.77 eV
ΔE to the lowest compared entry with this formula, charge and spin = 157.77 kJ/mol

Structure (XYZ):
```
46
Properties=species:S:1:pos:R:3:forces:R:3:lowdin_charge:R:1
C -2.334124 -2.823092 0.307702 0.0 -0.1 0.1 0.01
C -3.413338 -2.087012 0.492476 0.0 -0.2 0.2 -0.18
C -3.424500 -0.820892 1.297943 0.4 -0.3 0.2 -0.20
N -4.033863 0.319948 0.640684 0.4 0.4 -0.7 -0.24
S -3.451785 0.634860 -0.902941 0.4 0.1 0.3 0.68
O -4.078050 1.850638 -1.334410 -0.1 0.2 0.1 -0.29
O -3.532675 -0.501591 -1.776439 0.2 0.0 0.1 -0.28
C -1.734380 0.954110 -0.526076 -0.6 -0.3 -0.2 -0.28
C -0.775686 0.052578 -0.934998 -0.1 -0.1 -0.1 -0.07
C 0.540581 0.320116 -0.600778 0.2 0.4 0.3 -0.43
C 0.881081 1.482852 0.131910 -0.5 -0.7 -0.5 -0.31
C -0.112863 2.377802 0.526003 -0.1 -0.1 0.0 0.00
C -1.421525 2.102632 0.191751 0.1 0.2 0.1 -0.05
H -2.226085 2.765238 0.465857 0.0 0.2 0.1 0.12
H 0.160121 3.261752 1.078944 0.0 0.1 0.1 0.11
N 2.214565 1.617062 0.388248 0.8 0.4 0.3 0.11
C 2.879585 0.633326 -0.106077 -0.8 -0.4 -0.3 -0.55
N 4.236953 0.533236 0.008154 0.2 0.2 0.1 0.13
C 4.943894 -0.514509 -0.522016 0.6 0.0 0.1 -0.47
O 4.380562 -1.410035 -1.109232 0.1 -0.2 -0.1 0.01
C 6.443386 -0.447175 -0.311171 0.1 0.0 0.0 -0.34
C 6.782576 -0.475572 1.180233 0.0 -0.1 -0.2 -0.06
H 6.331502 -1.342240 1.657587 0.0 -0.1 0.1 0.09
H 7.860553 -0.536419 1.308458 0.1 0.0 0.0 0.08
H 6.431992 0.420912 1.687522 0.0 0.1 0.1 0.08
H 6.855660 -1.343373 -0.784394 -0.2 0.1 0.0 0.15
C 7.029103 0.787907 -0.998170 0.0 -0.2 0.0 -0.06
H 6.750232 0.807984 -2.048997 0.0 0.1 -0.1 0.09
H 8.114093 0.762670 -0.932303 0.1 0.0 0.0 0.08
H 6.683267 1.707540 -0.530599 0.0 0.1 0.0 0.08
H 4.699668 1.284790 0.499315 -0.1 -0.1 -0.1 0.15
S 1.974476 -0.607892 -0.955627 -0.4 0.3 0.1 1.16
H -1.069986 -0.820272 -1.494530 0.0 -0.1 -0.1 0.11
C -5.464641 0.531986 0.802212 -0.3 0.3 -0.2 -0.21
C -6.305316 -0.549870 0.185018 -0.1 0.0 0.2 -0.18
C -6.719566 -0.502322 -1.066993 -0.2 -0.1 0.0 0.02
H -7.285962 -1.301924 -1.514223 -0.1 -0.2 0.0 0.06
H -6.487531 0.339276 -1.697682 0.1 0.2 -0.1 0.07
H -6.526136 -1.403762 0.813409 -0.1 -0.2 0.0 0.10
H -5.664192 1.484818 0.308755 -0.2 0.0 0.2 0.11
H -5.667832 0.628424 1.873653 0.1 0.0 -0.1 0.12
H -2.396111 -0.539348 1.552604 -0.1 -0.2 0.1 0.12
H -3.970908 -0.985198 2.233481 0.0 0.1 -0.1 0.13
H -4.359315 -2.371380 0.056822 -0.1 -0.1 -0.1 0.09
H -2.358750 -3.733114 -0.265600 -0.1 -0.2 -0.1 0.06
H -1.378715 -2.545462 0.724516 0.2 0.1 0.1 0.06
```
Forces are in eV/Å.

=====

Computed, not measured: a single C17H21N3O4 molecule, with ωB97M-V/def2-TZVPD.

Calculated values
electronic energy = -30629.6241 eV
Kohn-Sham gap = 0.3367 Ha
total charge = 0
SMILES = CCOc1cc(C(=O)Nc2ncccn2)cc(OCC)c1OCC
HOMO = -8.48 eV
ΔE to the lowest compared entry with this formula, charge and spin = 300.73 kJ/mol

Structure (XYZ):
```
45
Properties=species:S:1:pos:R:3:forces:R:3:lowdin_charge:R:1
C 4.162224 1.892074 -1.542048 -0.2 0.0 0.4 -0.05
C 4.249382 1.683204 -0.035479 0.5 0.0 -0.4 -0.23
H 4.665772 0.698143 0.190451 -0.1 0.2 0.0 0.11
H 4.890512 2.447579 0.414313 -0.1 -0.1 -0.1 0.12
O 3.005720 1.881663 0.617636 -0.2 -0.1 0.2 -0.02
C 1.923381 1.095585 0.398273 -0.3 -0.2 0.0 -0.18
C 0.721304 1.661473 0.828842 -0.2 -0.1 0.0 0.07
C -0.481181 0.996144 0.689233 0.6 -0.1 0.0 -0.13
C -0.507587 -0.272369 0.113154 0.0 -0.1 -0.1 0.02
C 0.672752 -0.864255 -0.305783 0.1 0.1 -0.1 -0.18
C 1.906397 -0.194259 -0.149284 0.2 -0.1 0.1 -0.12
O 3.072231 -0.781661 -0.580239 -0.5 0.3 -0.2 -0.08
C 3.429684 -2.041813 -0.021995 0.3 -0.4 0.2 -0.23
C 3.739989 -3.036249 -1.130370 -0.2 0.4 0.2 -0.06
H 2.851319 -3.202475 -1.731886 0.0 0.0 -0.1 0.07
H 4.526328 -2.642676 -1.768880 0.1 0.0 -0.1 0.08
H 4.067385 -3.978856 -0.700023 0.1 -0.1 0.0 0.08
H 2.633064 -2.419576 0.623602 0.1 0.1 0.0 0.12
H 4.324252 -1.879187 0.597525 -0.2 0.0 0.0 0.12
O 0.754309 -2.086404 -0.907926 0.3 0.4 0.1 -0.06
C -0.377963 -2.928785 -0.964814 -0.4 -0.3 0.1 -0.23
C -0.698987 -3.578061 0.378344 0.2 0.3 -0.3 -0.06
H -0.926604 -2.826824 1.130925 -0.1 0.0 0.1 0.07
H -1.554446 -4.238870 0.269720 -0.1 -0.1 0.0 0.08
H 0.153396 -4.160021 0.720661 0.1 -0.1 0.0 0.08
H -1.247663 -2.388809 -1.358472 0.1 0.0 0.0 0.12
H -0.100276 -3.698754 -1.690448 -0.1 0.1 0.0 0.13
H -1.442707 -0.801096 0.025155 -0.1 -0.1 0.0 0.11
C -1.714238 1.665399 1.194146 -0.1 0.0 0.0 -0.41
O -1.728668 2.391459 2.153171 0.2 0.1 0.1 0.11
N -2.832989 1.374064 0.428379 0.2 -0.3 -0.3 0.16
C -4.123235 1.804242 0.615452 -0.7 0.2 0.1 -0.37
N -4.955794 1.472114 -0.376320 0.3 -0.2 -0.2 0.12
C -6.211340 1.859536 -0.249310 -0.1 0.1 0.2 -0.14
C -6.659548 2.574798 0.852261 0.1 0.0 0.0 -0.05
C -5.707379 2.850892 1.824424 -0.4 -0.1 -0.3 -0.12
N -4.449944 2.468645 1.712712 0.5 0.0 0.2 0.15
H -5.949855 3.394148 2.728332 -0.1 0.1 0.0 0.11
H -7.684248 2.891358 0.947578 -0.1 0.0 0.0 0.09
H -6.871455 1.582477 -1.061817 -0.1 0.0 0.0 0.11
H -2.704487 0.868472 -0.437921 0.0 0.1 0.2 0.14
H 0.747357 2.637942 1.284164 0.0 0.1 0.1 0.13
H 5.160937 1.871447 -1.969103 0.1 0.0 -0.1 0.08
H 3.569740 1.104137 -1.998016 0.0 0.0 -0.1 0.07
H 3.703156 2.854007 -1.758319 0.0 0.1 0.0 0.08
```
Forces are in eV/Å.

=====

Computed, not measured: a single C17H21N3O5 molecule, with ωB97M-V/def2-TZVPD.

Calculated values
electronic energy = -32678.5201 eV
Kohn-Sham gap = 0.3157 Ha
total charge = 0
SMILES = Cc1cc(C(=O)COC(=O)[C@H](C)NC(N)=O)c(C)n1Cc1ccco1
HOMO = -7.91 eV
ΔE to the lowest compared entry with this formula, charge and spin = 186.28 kJ/mol

Structure (XYZ):
```
46
Properties=species:S:1:pos:R:3:forces:R:3:lowdin_charge:R:1
C -0.910498 -2.444779 1.861250 0.1 0.1 0.1 -0.03
C -0.192314 -2.006345 0.636918 -0.5 -0.2 -0.1 -0.26
C -0.667191 -1.915930 -0.635933 0.1 -0.1 0.2 0.01
C 0.385254 -1.423695 -1.461879 0.6 -0.2 0.7 -0.11
C 1.486954 -1.244553 -0.630688 -0.2 0.1 -0.7 -0.18
N 1.117955 -1.578110 0.632573 -0.1 -0.1 -0.1 0.01
C 1.985676 -1.529606 1.785838 0.1 0.3 0.3 -0.03
C 2.458174 -0.150052 2.120986 0.9 -0.3 0.0 -0.27
C 3.718379 0.371413 2.168772 -0.6 -0.4 0.0 -0.03
C 3.575837 1.718983 2.578617 -0.5 0.2 0.1 -0.05
C 2.241854 1.914326 2.748064 0.8 0.4 0.0 -0.12
O 1.557048 0.789365 2.477935 -0.4 -0.3 0.0 0.04
H 1.682145 2.776076 3.053106 -0.2 0.1 0.0 0.11
H 4.357491 2.435518 2.722968 0.1 0.2 0.1 0.10
H 4.632280 -0.137601 1.941224 0.2 -0.2 -0.1 0.11
H 2.869107 -2.153750 1.609724 -0.1 0.1 0.1 0.14
H 1.431093 -1.933533 2.636326 0.1 -0.1 -0.1 0.13
C 2.843707 -0.759565 -0.979253 0.0 0.1 0.0 0.01
H 3.602890 -1.474215 -0.660377 0.1 0.0 0.0 0.09
H 3.055196 0.196395 -0.500797 0.1 0.0 0.0 0.08
H 2.904072 -0.638180 -2.056529 0.1 0.0 0.0 0.08
C 0.337947 -1.095089 -2.867392 -0.2 0.1 -0.2 -0.34
O 1.307023 -0.992054 -3.594012 -0.2 0.0 -0.1 0.08
C -1.057031 -0.864945 -3.473616 0.4 0.1 -0.5 -0.06
H -1.441863 -1.808060 -3.868959 0.0 0.1 0.0 0.14
H -0.943946 -0.145742 -4.291749 0.0 -0.1 0.1 0.14
O -2.038351 -0.411174 -2.547431 -0.3 -0.2 -0.1 0.00
C -1.737385 0.671871 -1.841356 -0.1 0.4 0.5 -0.46
O -0.757027 1.353424 -2.002034 0.0 -0.1 -0.3 0.14
C -2.800375 0.971786 -0.786186 0.0 -0.1 0.0 -0.27
N -2.255352 1.912740 0.162824 -0.1 0.1 -0.3 0.10
C -1.878467 1.489340 1.409509 -0.1 0.4 0.0 -0.60
O -2.253581 0.447022 1.903672 -0.1 -0.5 0.2 0.05
N -1.130683 2.400679 2.104883 0.1 0.2 0.2 0.17
H -0.615754 3.110292 1.613976 0.0 0.0 0.0 0.10
H -0.742559 2.070148 2.971815 0.0 -0.1 -0.1 0.09
H -1.728049 2.663966 -0.259848 0.0 -0.1 0.1 0.14
C -4.062829 1.517924 -1.455232 0.2 -0.2 0.1 -0.02
H -4.811224 1.734197 -0.698040 0.0 0.0 0.0 0.08
H -4.458462 0.783313 -2.150591 -0.1 0.0 -0.1 0.08
H -3.835621 2.433816 -1.996610 0.0 0.1 -0.1 0.09
H -3.028189 0.053265 -0.234977 0.1 0.1 -0.1 0.15
H -1.647601 -2.204481 -0.956847 -0.2 -0.1 0.1 0.12
H -0.345219 -3.184859 2.427690 0.0 -0.1 0.1 0.08
H -1.131414 -1.587700 2.497504 0.0 0.0 0.1 0.07
H -1.858274 -2.887321 1.568952 -0.1 0.0 0.0 0.09
```
Forces are in eV/Å.

=====

Computed, not measured: a single C17H21NO3 molecule, with ωB97M-V/def2-TZVPD.

Calculated values
electronic energy = -25602.9905 eV
Kohn-Sham gap = 0.3330 Ha
total charge = 0
SMILES = CCOC(=O)C1CCN(C(=O)/C=C/c2ccccc2)CC1
HOMO = -8.66 eV
ΔE to the lowest compared entry with this formula, charge and spin = 66.90 kJ/mol

Structure (XYZ):
```
42
Properties=species:S:1:pos:R:3:forces:R:3:lowdin_charge:R:1
C -0.144210 4.903394 0.743171 0.4 -0.1 -0.1 -0.06
C 1.266000 5.073204 0.196557 -0.2 0.4 0.3 -0.21
H 1.277697 5.746556 -0.662641 0.0 -0.1 0.1 0.12
H 1.931990 5.451918 0.978533 -0.1 0.0 -0.2 0.12
O 1.786717 3.836851 -0.296008 -0.1 -0.1 -0.3 -0.01
C 2.311680 2.995650 0.601383 0.3 -0.2 -0.1 -0.47
O 2.397798 3.238842 1.775928 0.0 0.1 0.2 0.12
C 2.815779 1.729122 -0.075360 0.1 -0.1 0.0 -0.21
C 1.732537 1.110999 -0.966169 -0.1 0.1 0.1 -0.11
H 1.341529 1.857708 -1.657052 0.0 -0.1 0.0 0.12
H 2.173235 0.297318 -1.545856 0.0 0.0 0.0 0.13
C 0.592574 0.550366 -0.109818 0.0 0.1 -0.5 -0.14
N 1.106189 -0.415461 0.829959 0.0 0.1 0.1 -0.05
C 0.926817 -1.757291 0.759465 -0.1 0.1 0.1 -0.46
O 1.581855 -2.539362 1.427533 0.1 -0.3 0.0 0.06
C -0.153718 -2.265327 -0.127617 -0.4 -0.1 0.1 0.00
C -1.438291 -1.937924 0.023698 0.6 0.0 0.1 -0.05
C -2.570865 -2.486981 -0.707577 -0.5 -0.2 -0.2 -0.22
C -2.454187 -3.543217 -1.612883 0.0 0.1 0.1 -0.03
C -3.562107 -4.021485 -2.284591 0.0 -0.1 -0.1 -0.08
C -4.809892 -3.458389 -2.069469 -0.1 0.0 0.0 -0.09
C -4.942663 -2.411443 -1.172570 -0.1 0.0 -0.1 -0.09
C -3.835926 -1.932923 -0.498674 0.2 0.0 0.0 -0.04
H -3.946112 -1.116520 0.201542 0.0 0.1 0.1 0.11
H -5.912505 -1.969072 -0.997057 -0.1 0.0 0.0 0.10
H -5.673958 -3.836177 -2.595544 -0.1 0.0 0.0 0.10
H -3.454322 -4.841605 -2.979487 0.0 -0.1 0.0 0.10
H -1.492462 -4.000724 -1.785744 0.1 -0.1 0.0 0.10
H -1.696800 -1.182307 0.757276 0.0 0.1 0.1 0.12
H 0.159936 -3.048367 -0.802465 0.0 -0.1 -0.1 0.11
C 2.108026 0.123253 1.727570 0.4 -0.2 0.3 -0.12
C 3.292203 0.702552 0.954462 -0.2 0.2 0.1 -0.11
H 3.978236 1.173316 1.658482 0.0 0.0 0.0 0.12
H 3.816525 -0.103864 0.439164 0.0 0.0 0.0 0.13
H 2.438561 -0.689594 2.376028 -0.1 0.2 0.0 0.12
H 1.649229 0.908041 2.336464 0.0 -0.1 0.0 0.13
H -0.154433 0.082316 -0.751189 0.1 0.2 0.1 0.11
H 0.117903 1.366763 0.448549 -0.1 0.0 0.0 0.13
H 3.657225 2.040587 -0.705461 -0.1 0.0 0.0 0.16
H -0.794614 4.476138 -0.016794 -0.1 0.0 -0.1 0.08
H -0.536926 5.870431 1.043315 -0.1 0.1 0.0 0.08
H -0.130127 4.247417 1.610242 0.0 0.0 0.1 0.07
```
Forces are in eV/Å.

=====

- Number 2 is which compound?
  C17H21N3O3S2

=====

- Among the records above, which one has the highest total charge?
  C17H21IrN5O2